Computed, not measured: a 9-piece molecular cluster, C16H42BF4N2O6 overall at a distorted geometry, with ωB97M-V/def2-TZVPD.

Element x y z (Å)
B  0.27663  -0.61636  -0.19411
F  -0.75399  -1.07153  -0.98699
F  -0.10907  0.55096  0.50029
F  0.69051  -1.61204  0.64711
F  1.35729  -0.38280  -0.98693
C  1.25170  -0.41803  -4.58561
C  1.98073  0.89667  -5.16984
N  2.60352  1.78552  -5.54487
H  1.01467  -0.51439  -3.41691
H  0.12613  -0.50870  -4.85903
H  1.72570  -1.28437  -5.02501
C  1.29486  3.58600  0.51871
C  -0.11792  3.87238  0.21866
N  -1.19435  4.09142  -0.07705
H  1.90357  4.24753  -0.09918
H  1.58060  3.65294  1.55486
H  1.50275  2.60917  0.23188
C  5.55615  1.51494  -2.69415
C  4.16774  1.45224  -2.11168
O  3.92195  0.03018  -1.78377
H  6.23133  1.17304  -1.90810
H  5.78656  2.52169  -2.82778
H  5.94547  1.07749  -3.70261
H  3.44569  1.64731  -2.89178
H  3.81899  1.93057  -1.17058
H  3.10542  -0.12752  -1.33025
C  -4.33965  1.00494  0.40598
C  -3.25440  0.42001  1.20412
O  -3.90705  -0.66512  1.90852
H  -4.02704  2.03590  -0.09308
H  -5.14576  1.16501  1.09084
H  -4.62512  0.21537  -0.43051
H  -2.90570  1.39535  1.98747
H  -2.27532  0.05252  0.87014
H  -2.99535  -1.18128  2.33843
C  -1.97469  -2.36984  4.99409
C  -0.98512  -2.50669  3.87267
O  -1.43240  -1.84469  2.81779
H  -1.64599  -2.74639  5.98356
H  -2.95660  -2.91271  4.66643
H  -2.14529  -1.25417  5.10369
H  -0.95590  -3.51355  3.51406
H  -0.01474  -2.15287  4.33267
H  -0.64949  -1.67263  2.30547
C  -1.76712  2.38688  -3.83486
C  -1.55681  1.52626  -2.56850
O  -1.88601  0.26687  -2.94289
H  -2.72305  2.12673  -4.49069
H  -0.85376  1.99658  -4.34447
H  -1.68217  3.29630  -3.63579
H  -2.12233  2.00866  -1.64752
H  -0.44946  1.45674  -2.30152
H  -1.48676  -0.23432  -2.16669
C  1.53357  2.31267  4.61301
C  0.80449  1.21524  3.71486
O  0.02026  1.87618  2.88378
H  2.32637  2.88311  4.15146
H  1.98055  1.82104  5.33667
H  1.20699  3.10797  5.30937
H  0.16516  0.66611  4.60168
H  1.40292  0.54229  3.09949
H  -0.11173  1.36689  2.00250
C  -0.99117  -5.80001  -1.02950
C  -0.76402  -4.35084  -0.66013
O  0.63073  -4.25897  -0.34944
H  -0.83918  -6.43583  -0.27563
H  -0.45561  -6.02080  -1.92567
H  -2.05034  -6.02914  -1.28285
H  -1.34837  -4.13406  0.19012
H  -0.65903  -3.70243  -1.60499
H  0.79881  -3.46359  -0.01941

Calculated values
* HOMO: -6.52 eV
* orbital gap: 9.182 eV
* energy relative to the best compared isomer or geometry (same formula, charge and spin): 11.2 kJ/mol
* net charge: -1

Atom-resolved charges from Löwdin, all expressed in e: number 1, B, carries -1.36; number 2, F, carries 0.16; number 3, F, carries 0.11; number 4, F, carries 0.16; number 5, F, carries 0.16; number 6, C, carries -0.05; number 7, C, carries -0.24; number 8, N, carries 0.09; number 9, H, carries 0.10; number 10, H, carries 0.08; number 11, H, carries 0.04; number 12, C, carries -0.05; number 13, C, carries -0.26; number 14, N, carries 0.14; number 15, H, carries 0.09; number 16, H, carries 0.07; number 17, H, carries 0.04; number 18, C, carries -0.10; number 19, C, carries -0.27; number 20, O, carries -0.12; number 21, H, carries 0.07; number 22, H, carries 0.03; number 23, H, carries 0.12; number 24, H, carries 0.07; number 25, H, carries 0.12; number 26, H, carries 0.01; number 27, C, carries -0.14; number 28, C, carries -0.38; number 29, O, carries -0.18; number 30, H, carries 0.10; number 31, H, carries 0.05; number 32, H, carries 0.11; number 33, H, carries 0.16; number 34, H, carries 0.07; number 35, H, carries 0.14; number 36, C, carries -0.09; number 37, C, carries -0.41; number 38, O, carries -0.06; number 39, H, carries 0.07; number 40, H, carries 0.11; number 41, H, carries 0.09; number 42, H, carries 0.11; number 43, H, carries 0.14; number 44, H, carries 0.08; number 45, C, carries -0.05; number 46, C, carries -0.39; number 47, O, carries -0.10; number 48, H, carries 0.13; number 49, H, carries 0.07; number 50, H, carries -0.04; number 51, H, carries 0.11; number 52, H, carries 0.12; number 53, H, carries 0.07; number 54, C, carries -0.08; number 55, C, carries -0.34; number 56, O, carries -0.11; number 57, H, carries 0.05; number 58, H, carries -0.01; number 59, H, carries 0.08; number 60, H, carries 0.14; number 61, H, carries 0.12; number 62, H, carries 0.09; number 63, C, carries -0.09; number 64, C, carries -0.27; number 65, O, carries -0.06; number 66, H, carries 0.02; number 67, H, carries 0.07; number 68, H, carries 0.09; number 69, H, carries 0.10; number 70, H, carries 0.15; number 71, H, carries -0.04

Computed, not measured: C16H42Ba2O14 as an isolated structure at a distorted geometry, with ωB97M-V/def2-TZVPD.

Element x y z (Å)
Ba  3.86834  1.50511  0.70438
Ba  -4.74086  -1.75321  -1.46805
C  -0.92756  0.06047  1.03686
C  0.44720  0.41553  0.67377
C  1.02671  -0.16241  -0.77307
O  2.18084  0.06388  -1.14027
C  0.10072  -0.90255  -1.56079
C  -1.16540  -1.15158  -1.18210
C  -1.67984  -0.67793  0.18428
O  -2.85227  -1.00944  0.69027
O  -1.88045  -1.84312  -2.01368
O  1.18183  1.10872  1.40056
H  -1.32159  0.30607  2.01195
H  0.46356  -1.30631  -2.49446
C  0.68844  -4.46588  -2.22018
O  1.24393  -5.44857  -1.35407
H  0.69793  -4.79644  -3.25881
H  -0.34887  -4.30456  -1.92682
H  1.26157  -3.53953  -2.25886
H  1.10915  -5.17158  -0.44483
C  3.13921  -1.73902  2.40768
O  4.00373  -1.26306  1.36949
H  2.71437  -2.65992  2.00822
H  3.75616  -2.04956  3.25090
H  2.34022  -1.03311  2.63440
H  4.55893  -1.99426  1.08896
C  -3.53865  -2.13183  3.91672
O  -3.43709  -0.79030  3.53310
H  -2.54120  -2.56710  3.97787
H  -3.97486  -2.10928  4.91538
H  -4.12361  -2.69883  3.19254
H  -3.22469  -0.70361  2.60091
C  -1.09547  -1.80317  -5.24663
O  -0.78296  -2.98157  -4.62332
H  -0.56472  -1.79244  -6.19863
H  -2.15423  -1.83538  -5.50368
H  -0.87352  -0.88839  -4.69708
H  -1.00116  -2.77732  -3.71103
C  2.41572  -0.51381  -4.27858
O  2.77225  -1.50889  -3.30438
H  1.45677  -0.05005  -4.04743
H  3.26721  0.15995  -4.37408
H  2.33728  -1.03815  -5.23095
H  2.55023  -1.04152  -2.49576
C  -0.13304  -0.62792  4.72373
O  0.10369  -1.16977  6.01308
H  0.66087  0.05050  4.41138
H  -0.15763  -1.42778  3.98365
H  -1.08558  -0.10299  4.79598
H  0.82971  -1.79491  5.95237
C  -4.86846  1.55357  -0.26525
O  -4.45064  0.95197  -1.47185
H  -5.75203  2.16975  -0.43175
H  -5.17376  0.82078  0.48168
H  -4.09139  2.18594  0.16412
H  -3.87765  1.53116  -1.97961
C  1.89110  2.99741  -2.18843
O  3.13105  3.22405  -1.57620
H  1.93647  2.15191  -2.87485
H  1.16584  2.83306  -1.39150
H  1.48650  3.89674  -2.65276
H  3.73390  3.56894  -2.23894
C  -1.30084  3.68645  1.56781
O  -0.70459  2.86232  2.53842
H  -1.66958  3.00884  0.79775
H  -2.13671  4.35165  1.78441
H  -0.54502  4.21869  0.99026
H  -0.37999  2.04841  2.14627
C  2.56706  4.92641  1.87244
O  2.15310  3.68876  1.31356
H  2.88428  4.84244  2.91187
H  3.27928  5.38225  1.18465
H  1.77869  5.67912  1.87113
H  1.37205  3.37601  1.77587

Calculated values
* HOMO: -13.27 eV
* orbital gap: 7.195 eV
* energy relative to the best compared isomer or geometry (same formula, charge and spin): 198.7 kJ/mol
* net charge: +2

Atom-resolved charges from Löwdin, all expressed in e: number 1, Ba, carries 2.02; number 2, Ba, carries 1.97; number 3, C, carries 0.01; number 4, C, carries -0.25; number 5, C, carries -0.28; number 6, O, carries -0.12; number 7, C, carries 0.01; number 8, C, carries -0.34; number 9, C, carries -0.31; number 10, O, carries -0.21; number 11, O, carries -0.20; number 12, O, carries -0.17; number 13, H, carries 0.12; number 14, H, carries 0.10; number 15, C, carries -0.16; number 16, O, carries -0.11; number 17, H, carries 0.09; number 18, H, carries 0.07; number 19, H, carries 0.06; number 20, H, carries 0.06; number 21, C, carries -0.11; number 22, O, carries -0.28; number 23, H, carries 0.10; number 24, H, carries 0.10; number 25, H, carries 0.07; number 26, H, carries 0.10; number 27, C, carries -0.16; number 28, O, carries -0.14; number 29, H, carries 0.07; number 30, H, carries 0.09; number 31, H, carries 0.07; number 32, H, carries 0.01; number 33, C, carries -0.20; number 34, O, carries -0.10; number 35, H, carries 0.09; number 36, H, carries 0.07; number 37, H, carries 0.07; number 38, H, carries 0.02; number 39, C, carries -0.14; number 40, O, carries -0.13; number 41, H, carries 0.06; number 42, H, carries 0.08; number 43, H, carries 0.09; number 44, H, carries -0.01; number 45, C, carries -0.17; number 46, O, carries -0.10; number 47, H, carries 0.06; number 48, H, carries 0.07; number 49, H, carries 0.08; number 50, H, carries 0.07; number 51, C, carries -0.13; number 52, O, carries -0.30; number 53, H, carries 0.10; number 54, H, carries 0.08; number 55, H, carries 0.09; number 56, H, carries 0.11; number 57, C, carries -0.14; number 58, O, carries -0.22; number 59, H, carries 0.08; number 60, H, carries 0.08; number 61, H, carries 0.10; number 62, H, carries 0.10; number 63, C, carries -0.14; number 64, O, carries -0.11; number 65, H, carries 0.06; number 66, H, carries 0.10; number 67, H, carries 0.07; number 68, H, carries 0.01; number 69, C, carries -0.11; number 70, O, carries -0.29; number 71, H, carries 0.10; number 72, H, carries 0.09; number 73, H, carries 0.09; number 74, H, carries 0.03

Computed, not measured: a 3-piece molecular cluster, C16H42N2O4P2 overall at a distorted geometry, with ωB97M-V/def2-TZVPD.

Element x y z (Å)
C  1.46040  -2.89763  2.48388
C  0.72031  -1.84896  2.11621
P  -0.94008  -2.12525  1.26710
P  -3.03469  -2.55431  0.38719
C  -3.17491  -4.38712  0.55020
C  -4.12879  -1.95144  1.75331
H  1.50108  -3.74011  1.79455
H  1.95964  -2.94827  3.44513
H  1.05297  -0.82542  2.30228
H  -0.63371  -3.52599  1.18645
H  -0.69392  -1.24703  0.18284
H  -1.52341  -1.54527  2.43277
H  -3.59763  -4.65729  1.52191
H  -3.82672  -4.78965  -0.22327
H  -2.18820  -4.85685  0.48945
H  -5.12044  -1.72764  1.36311
H  -3.70037  -1.05878  2.21695
H  -4.20771  -2.72321  2.52285
C  7.52139  -2.00667  0.80614
O  7.68020  -0.83133  1.57161
C  8.00068  0.33563  0.82722
C  6.83258  1.29394  0.74122
N  5.76911  0.77228  -0.10462
C  4.50110  1.49116  -0.02577
C  3.80547  1.62160  1.32448
O  3.27002  0.41671  1.83607
C  4.19539  -0.44385  2.47325
H  7.52171  -2.84579  1.49979
H  6.57614  -2.02254  0.25155
H  8.34534  -2.13576  0.09787
H  8.36688  0.07276  -0.17019
H  8.81280  0.83672  1.36067
H  7.18743  2.23979  0.31932
H  6.49875  1.49248  1.76864
H  5.60441  -0.19645  0.13369
H  3.80740  0.98566  -0.70185
H  4.65618  2.49855  -0.42731
H  2.94601  2.27965  1.17443
H  4.43908  2.10586  2.07813
H  4.96174  0.11377  3.01846
H  4.67219  -1.12203  1.75994
H  3.63702  -1.05503  3.18079
C  -4.16354  3.75976  -0.15004
O  -3.23354  2.89454  -0.76381
C  -3.34653  1.52670  -0.39133
C  -3.92728  0.67182  -1.49383
N  -5.33995  0.95755  -1.71114
C  -5.90808  0.37800  -2.92431
C  -5.29254  0.73077  -4.27365
O  -5.50198  2.06451  -4.69572
C  -4.63853  3.02700  -4.12598
H  -3.82214  4.77871  -0.32580
H  -5.17091  3.65981  -0.57038
H  -4.21631  3.58833  0.92967
H  -3.92843  1.42421  0.53119
H  -2.33109  1.17210  -0.18824
H  -3.81590  -0.37838  -1.20690
H  -3.31896  0.83940  -2.39340
H  -5.47544  1.95939  -1.73958
H  -6.95862  0.67734  -2.95807
H  -5.89210  -0.71216  -2.81814
H  -5.79286  0.11018  -5.02104
H  -4.22573  0.47945  -4.32505
H  -3.63230  2.62773  -3.97055
H  -5.02221  3.41384  -3.17724
H  -4.57779  3.86252  -4.82314

Calculated values
* HOMO: -7.43 eV
* SMILES: C=C[PH3]P(C)C.COCCNCCOC.COCCNCCOC
* orbital gap: 8.130 eV
* net charge: 0

Atom-resolved charges from natural (NBO), all expressed in e: number 1, C, carries -0.42; number 2, C, carries -0.53; number 3, P, carries 0.59; number 4, P, carries 0.35; number 5, C, carries -0.93; number 6, C, carries -0.93; number 7, H, carries 0.19; number 8, H, carries 0.20; number 9, H, carries 0.22; number 10, H, carries -0.06; number 11, H, carries -0.02; number 12, H, carries -0.03; number 13, H, carries 0.22; number 14, H, carries 0.24; number 15, H, carries 0.22; number 16, H, carries 0.24; number 17, H, carries 0.22; number 18, H, carries 0.22; number 19, C, carries -0.24; number 20, O, carries -0.55; number 21, C, carries -0.07; number 22, C, carries -0.24; number 23, N, carries -0.62; number 24, C, carries -0.25; number 25, C, carries -0.08; number 26, O, carries -0.55; number 27, C, carries -0.24; number 28, H, carries 0.19; number 29, H, carries 0.16; number 30, H, carries 0.17; number 31, H, carries 0.17; number 32, H, carries 0.19; number 33, H, carries 0.19; number 34, H, carries 0.17; number 35, H, carries 0.35; number 36, H, carries 0.20; number 37, H, carries 0.19; number 38, H, carries 0.19; number 39, H, carries 0.16; number 40, H, carries 0.17; number 41, H, carries 0.16; number 42, H, carries 0.19; number 43, C, carries -0.24; number 44, O, carries -0.55; number 45, C, carries -0.07; number 46, C, carries -0.26; number 47, N, carries -0.62; number 48, C, carries -0.25; number 49, C, carries -0.08; number 50, O, carries -0.54; number 51, C, carries -0.24; number 52, H, carries 0.19; number 53, H, carries 0.16; number 54, H, carries 0.17; number 55, H, carries 0.17; number 56, H, carries 0.18; number 57, H, carries 0.22; number 58, H, carries 0.16; number 59, H, carries 0.35; number 60, H, carries 0.20; number 61, H, carries 0.19; number 62, H, carries 0.19; number 63, H, carries 0.16; number 64, H, carries 0.17; number 65, H, carries 0.16; number 66, H, carries 0.19

Question: The lowest net charge belongs to which entry?
Answer: C16H42BF4N2O6

Question: Which of these has the highest orbital gap?
Answer: C16H42BF4N2O6